1.
Density functional theory data (wB97M-V/def2-TZVPD) for CH3ClOS2 as an isolated structure at a distorted geometry.

Summary:
energy relative to the best compared isomer or geometry (same formula, charge and spin): 170.7 kJ/mol
LUMO energy (spin up / spin down): -2.43 / -2.43 eV
HOMO level (spin up / spin down): -9.6219 / -9.6271 eV

Each line ends with the Löwdin charge.
Geometry (Å):
1 C -1.304 0.286 -0.283  -0.332
2 O 0.987 -1.074 1.411  -0.576
3 S 0.121 -0.451 -1.171  0.543
4 S 1.587 -1.096 0.103  0.559
5 Cl 2.999 1.305 0.131  -0.282
6 H -1.136 1.293 -0.342  0.005
7 H -1.150 -0.050 0.829  0.085
8 H -2.102 -0.213 -0.677  -0.002

=====

2.
Density functional theory data (wB97M-V/def2-TZVPD) for an isolated molecule of CH3F at a distorted geometry.

Summary:
energy relative to the best compared isomer or geometry (same formula, charge and spin): 24.5 kJ/mol
SMILES: CF
LUMO energy: 1.23 eV
HOMO level: -12.0901 eV

Each line ends with the Löwdin charge.
Geometry (Å):
1 C 0.056 0.078 0.067  -0.110
2 F -0.227 -0.974 -0.759  -0.121
3 H -0.734 0.680 -0.252  0.053
4 H -0.096 -0.316 1.127  0.106
5 H 1.001 0.533 -0.183  0.072

=====

3.
Density functional theory data (wB97M-V/def2-TZVPD) for a 2-piece molecular cluster, CH3F overall at a distorted geometry.

Summary:
2S+1: 3
LUMO energy (spin up / spin down): 1.46 / 0.17 eV
HOMO level (spin up / spin down): -8.0234 / -12.9553 eV

Each line ends with the Löwdin spin population.
Geometry (Å):
1 C 0.247 0.433 -0.067  0.794
2 F 1.413 -0.148 -0.029  0.200
3 H -0.187 0.788 -1.031  0.044
4 H -1.387 -1.630 0.223  0.902
5 H -0.087 0.555 0.905  0.060

=====

4.
Density functional theory data (wB97M-V/def2-TZVPD) for a 3-piece molecular cluster, CH3F2N2P overall at a distorted geometry.

Summary:
energy relative to the best compared isomer or geometry (same formula, charge and spin): 132.6 kJ/mol
SMILES: [H]/N=P/F.C#N.F
LUMO energy: 0.16 eV
HOMO level: -10.1072 eV

Each line ends with the Löwdin charge.
Geometry (Å):
1 H 2.230 1.103 -1.427  0.039
2 N 2.096 0.579 -0.465  -0.325
3 P 1.359 -0.767 -0.405  0.737
4 F 1.305 -1.035 1.242  -0.431
5 C -1.594 -0.810 1.397  -0.062
6 N -1.347 -0.049 0.562  0.029
7 H -1.775 -1.614 2.197  0.113
8 F -0.900 1.269 -1.954  -0.131
9 H -1.375 1.324 -1.147  0.032

=====

5.
Density functional theory data (wB97M-V/def2-TZVPD) for a 3-piece molecular cluster, CH3F2N2P overall at a distorted geometry.

Summary:
energy relative to the best compared isomer or geometry (same formula, charge and spin): 131.3 kJ/mol
SMILES: [H]/N=P/F.C#N.F
LUMO energy: 0.57 eV
HOMO level: -9.7598 eV

Each line ends with the Löwdin charge.
Geometry (Å):
1 H 1.232 -1.494 -1.523  -0.047
2 N 0.749 -0.647 -1.344  -0.280
3 P 0.797 0.671 -2.144  0.732
4 F -0.537 1.309 -1.660  -0.352
5 C -1.470 0.261 1.151  -0.016
6 N -0.553 0.897 1.321  0.088
7 H -2.033 -0.545 0.757  0.071
8 F 1.666 1.478 -0.010  -0.158
9 H 0.875 1.421 0.476  -0.039

=====

6.
Density functional theory data (wB97M-V/def2-TZVPD) for a 2-piece molecular cluster, CH3F2N3 overall at a distorted geometry.

Summary:
energy relative to the best compared isomer or geometry (same formula, charge and spin): 361.0 kJ/mol
LUMO energy: 0.09 eV
HOMO level: -9.4361 eV

Each line ends with the Löwdin charge.
Geometry (Å):
1 C -0.060 0.595 0.041  -0.289
2 N 0.853 1.400 0.192  0.027
3 N -1.268 0.400 0.421  0.115
4 N 0.107 -1.272 -0.751  0.044
5 F 2.084 1.179 -0.233  -0.027
6 F 0.684 -1.663 0.472  -0.207
7 H -1.705 0.968 1.135  0.124
8 H -1.752 -0.417 -0.007  0.124
9 H 1.057 -1.190 -1.270  0.088